[1]
The following is a quantum chemistry calculation of C4H9NO3 in the gas phase, from OMol25.

Last column: Löwdin charge in e.
Element x y z (Å)
1 C 0.682 -0.843 -0.286  -0.201
2 C -0.719 -1.113 0.178  -0.137
3 C -0.673 -0.557 1.624  -0.347
4 O -0.402 0.748 1.705  -0.041
5 N 0.991 0.585 -0.268  0.219
6 C 0.302 1.436 -1.340  -0.586
7 O 0.052 0.652 -2.340  -0.034
8 O -0.826 2.005 -0.642  -0.004
9 H 1.399 -1.415 0.320  0.136
10 H 0.744 -1.163 -1.322  0.136
11 H -0.876 -2.195 0.153  0.125
12 H -1.507 -0.662 -0.450  0.130
13 H 0.251 -1.131 1.950  0.115
14 H -1.477 -0.907 2.286  0.149
15 H -0.903 1.512 0.187  0.022
16 H 2.001 0.773 -0.154  0.167
17 H 0.961 2.276 -1.602  0.152

Values from the calculation:
Charge = 0
E_LUMO = -3.785 eV
Highest occupied orbital energy = -0.337 Ha
Orbital gap = 5.4 eV
Energy above the lowest of the compared OMol25 structures with the same formula, charge and spin = 710.0 kJ/mol
E = -438.05865 a.u.

---

[2]
The following is a quantum chemistry calculation of C18H20N4O in the gas phase, from OMol25.

Last column: Löwdin charge in e.
Element x y z (Å)
1 C -0.315 2.046 -0.249  -0.092
2 N 0.830 1.618 -1.015  -0.239
3 C 0.541 1.496 -2.422  -0.085
4 H 0.228 2.469 -2.801  0.088
5 H 1.444 1.194 -2.949  0.090
6 H -0.262 0.773 -2.645  0.081
7 C 1.635 0.543 -0.457  -0.268
8 C 3.041 0.692 -1.006  -0.185
9 C 3.636 1.946 -0.896  -0.034
10 C 4.909 2.176 -1.379  -0.081
11 C 5.617 1.150 -1.984  -0.097
12 C 5.037 -0.100 -2.097  -0.086
13 C 3.758 -0.329 -1.614  -0.041
14 H 3.336 -1.316 -1.719  0.101
15 H 5.580 -0.907 -2.567  0.101
16 H 6.613 1.324 -2.363  0.099
17 H 5.353 3.156 -1.283  0.101
18 H 3.077 2.743 -0.430  0.115
19 C 1.067 -0.885 -0.639  -0.132
20 N -0.248 -1.039 -0.061  0.071
21 C -0.423 -1.134 1.281  -0.465
22 O 0.511 -1.186 2.059  0.077
23 C -1.848 -1.173 1.723  -0.142
24 C -2.836 -1.779 0.960  0.033
25 C -4.120 -1.770 1.473  -0.195
26 N -5.312 -2.270 1.012  0.111
27 C -6.250 -1.954 1.951  -0.176
28 N -5.776 -1.303 2.963  0.113
29 C -4.434 -1.162 2.714  -0.239
30 C -3.429 -0.567 3.471  0.005
31 C -2.150 -0.591 2.964  -0.022
32 H -1.332 -0.158 3.519  0.116
33 H -3.656 -0.113 4.421  0.114
34 H -7.282 -2.228 1.842  0.119
35 H -5.460 -2.778 0.156  0.155
36 H -2.613 -2.273 0.024  0.116
37 H -1.044 -0.837 -0.643  0.120
38 H 1.012 -1.152 -1.696  0.123
39 H 1.730 -1.578 -0.114  0.129
40 H 1.685 0.719 0.625  0.150
41 H -0.560 3.071 -0.539  0.085
42 H -0.074 2.037 0.812  0.091
43 H -1.216 1.432 -0.405  0.074

Values from the calculation:
Charge = 0
E_LUMO = 0.481 eV
Highest occupied orbital energy = -0.303 Ha
Orbital gap = 8.7 eV
Energy above the lowest of the compared OMol25 structures with the same formula, charge and spin = 24.9 kJ/mol
E = -992.20564 a.u.

---

[3]
The following is a quantum chemistry calculation of a molecular structure, C21H19F5N2SSe2V, from OMol25.

Last column: Löwdin charge in e.
Element x y z (Å)
1 V 0.300 -0.031 0.146  0.254
2 C -3.273 -1.305 -1.929  -0.377
3 Se -2.039 -1.733 -0.487  0.950
4 C -0.903 -2.983 -1.475  -0.528
5 C -0.344 -2.398 -2.760  -0.512
6 Se 0.406 -0.621 -2.448  0.968
7 C 2.269 -0.892 -2.934  -0.355
8 H -3.691 -2.222 -2.339  0.032
9 H -2.794 -0.722 -2.712  0.017
10 H -4.073 -0.717 -1.487  0.025
11 H -1.462 -3.896 -1.674  0.072
12 H -0.105 -3.220 -0.774  0.038
13 H -1.136 -2.266 -3.494  0.050
14 H 0.417 -3.035 -3.208  0.076
15 H 2.359 -1.059 -4.003  0.024
16 H 2.686 -1.717 -2.365  0.032
17 H 2.780 0.024 -2.648  0.023
18 F -2.100 -2.452 5.524  0.122
19 C -1.769 -1.478 4.652  -0.620
20 F -1.251 -0.480 5.376  0.143
21 F -2.915 -1.037 4.131  0.133
22 C -0.813 -1.984 3.609  -0.116
23 C -0.245 -3.233 3.755  0.005
24 C 0.655 -3.708 2.807  -0.050
25 C 0.920 -2.905 1.720  -0.142
26 N 0.378 -1.699 1.563  -0.086
27 C -0.448 -1.182 2.507  -0.703
28 S -0.912 0.461 2.234  0.658
29 H -0.505 -3.837 4.613  0.123
30 H 1.129 -4.674 2.908  0.104
31 H 1.599 -3.224 0.936  0.114
32 F 5.791 -0.255 0.910  0.054
33 C 4.698 0.489 0.634  -0.283
34 C 3.462 -0.120 0.581  -0.060
35 C 2.314 0.618 0.290  -0.155
36 C 2.463 2.008 0.071  -0.138
37 C 3.737 2.571 0.132  -0.216
38 F 3.934 3.892 -0.109  0.047
39 C 4.873 1.840 0.409  0.054
40 C 1.246 2.783 -0.257  -0.189
41 C 1.151 4.178 -0.251  0.009
42 C -0.040 4.786 -0.601  -0.051
43 C -1.135 4.010 -0.950  -0.056
44 C -0.986 2.640 -0.898  -0.128
45 N 0.159 2.043 -0.560  -0.019
46 H 3.416 -1.187 0.780  0.097
47 H 5.847 2.306 0.445  0.128
48 H 2.000 4.775 0.035  0.108
49 H -0.114 5.867 -0.595  0.111
50 H -2.083 4.447 -1.231  0.105
51 H -1.813 1.977 -1.118  0.111

Values from the calculation:
Charge = 0
E_LUMO (alpha / beta) = 0.099 / 0.075 eV
Highest occupied orbital energy (alpha / beta) = -0.247 / -0.288 Ha
Orbital gap (alpha / beta) = 6.8 / 7.9 eV
2S+1 = 4
⟨S²⟩ = 3.766
Energy above the lowest of the compared OMol25 structures with the same formula, charge and spin = 65.7 kJ/mol
E = -7565.58136 a.u.

---

[4]
The following is a quantum chemistry calculation of a molecular structure, C16H22N3O3Tl, from OMol25.

Last column: Löwdin charge in e.
Element x y z (Å)
1 Tl 11.531 6.905 7.170  0.882
2 C 6.823 11.648 4.916  -0.094
3 O 6.474 10.468 4.238  -0.070
4 C 7.337 9.433 4.292  -0.297
5 C 6.869 8.266 3.681  -0.029
6 C 7.542 7.114 3.894  -0.049
7 C 8.765 7.033 4.580  -0.111
8 C 9.285 5.743 4.942  -0.376
9 C 8.451 4.490 4.689  -0.014
10 O 10.356 5.566 5.550  -0.183
11 C 9.359 8.256 5.050  -0.343
12 O 10.477 8.389 5.657  -0.274
13 C 8.572 9.449 4.885  0.050
14 H 5.975 12.320 4.767  0.093
15 H 7.756 12.096 4.539  0.094
16 H 6.985 11.473 5.998  0.102
17 H 5.912 8.298 3.222  0.106
18 H 7.038 6.207 3.539  0.115
19 H 8.424 4.214 3.628  0.092
20 H 7.440 4.645 5.045  0.078
21 H 8.891 3.679 5.262  0.079
22 H 8.981 10.360 5.263  0.098
23 C 15.588 10.455 5.240  -0.164
24 C 14.097 10.561 4.997  -0.196
25 N 13.463 9.360 5.495  0.061
26 C 13.960 8.110 5.166  -0.413
27 N 13.194 7.069 5.245  -0.040
28 C 13.807 5.785 4.844  -0.216
29 C 15.175 5.646 5.481  -0.151
30 C 16.035 6.832 4.978  -0.152
31 N 15.256 8.040 4.780  -0.039
32 C 16.107 9.224 4.506  -0.141
33 H 15.734 10.348 6.310  0.117
34 H 16.101 11.354 4.884  0.117
35 H 13.839 10.637 3.908  0.137
36 H 13.678 11.403 5.513  0.112
37 H 12.434 9.327 5.438  0.108
38 H 13.911 5.766 3.744  0.128
39 H 13.103 5.023 5.195  0.096
40 H 15.669 4.722 5.224  0.106
41 H 15.110 5.682 6.550  0.102
42 H 16.491 6.522 4.048  0.118
43 H 16.818 7.110 5.692  0.119
44 H 16.144 9.472 3.427  0.126
45 H 17.140 8.946 4.802  0.120

Values from the calculation:
Charge = 0
E_LUMO = 0.577 eV
Highest occupied orbital energy = -0.266 Ha
Orbital gap = 7.8 eV
Energy above the lowest of the compared OMol25 structures with the same formula, charge and spin = 0.0 kJ/mol
E = -1185.37619 a.u.

---

[5]
The following is a quantum chemistry calculation of a gas-phase ion, C6H14N2 (charge +1), from OMol25.

Last column: Löwdin charge in e.
Element x y z (Å)
1 C 0.842 0.032 1.249  -0.121
2 N 0.079 -0.155 -0.022  0.190
3 C -1.325 0.234 0.274  -0.148
4 C -2.216 0.397 -1.059  -0.147
5 C -1.618 1.488 -1.861  -0.187
6 C -0.477 1.357 -2.512  0.005
7 C 2.171 -0.769 1.220  -0.233
8 N 1.960 -2.094 1.825  0.003
9 H 1.053 1.078 1.305  0.131
10 H 0.110 -0.301 2.026  0.156
11 H 0.185 -1.121 -0.352  0.177
12 H -1.302 1.246 0.709  0.139
13 H -1.861 -0.317 1.035  0.138
14 H -3.168 0.540 -0.554  0.117
15 H -2.166 -0.561 -1.592  0.123
16 H -2.178 2.406 -1.886  0.111
17 H -0.203 2.043 -3.339  0.083
18 H 0.137 0.449 -2.674  0.073
19 H 2.969 -0.265 1.760  0.115
20 H 2.470 -0.800 0.171  0.118
21 H 2.039 -2.022 2.822  0.073
22 H 2.502 -2.869 1.454  0.083

Values from the calculation:
Charge = +1
E_LUMO (alpha / beta) = -2.684 / -8.054 eV
Highest occupied orbital energy (alpha / beta) = -0.492 / -0.492 Ha
Orbital gap (alpha / beta) = 10.7 / 5.3 eV
2S+1 = 2
⟨S²⟩ = 0.754
Energy above the lowest of the compared OMol25 structures with the same formula, charge and spin = 212.9 kJ/mol
E = -346.13812 a.u.